# H12O6

6 unconnected molecules or ions with the total composition H12O6 (the ωB97M-V functional and the def2-TZVPD basis, the OMol25 dataset).

The geometry in XYZ format:
```
18
H12O6 (the ωB97M-V functional and the def2-TZVPD basis)
O -2.19130 1.09043 -0.39654
H -2.45750 0.22621 -0.73006
H -1.23041 1.03592 -0.34452
O 1.37584 -1.36460 1.21863
H 0.46229 -1.09029 1.35706
H 1.85986 -0.93800 1.93468
O -4.44879 0.46316 0.06604
H -4.48968 -0.47987 -0.12891
H -4.27484 0.49947 1.01336
O 2.51543 2.65461 0.29326
H 2.33733 2.43735 -0.62874
H 1.69138 2.44481 0.74703
O -0.18710 -1.83358 -0.52259
H 0.12769 -2.74322 -0.47314
H 0.56670 -1.34307 -0.86923
O 3.17300 -0.31770 -0.88184
H 2.64483 -1.12325 -0.91541
H 2.52527 0.38163 -0.73908
```

LUMO energy (eV): -0.11
Spin multiplicity: 1
Total charge: 0
Energy relative to the best compared isomer or geometry (same formula, charge and spin) (kJ/mol): 224.5
Structure (SMILES): O.O.O.O.O.O
Electronic energy (eV): -12478.787

Atom charges from the natural (NBO) analysis, given in e for atoms 1 to 8:
1 O -0.928
2 H 0.477
3 H 0.446
4 O -0.962
5 H 0.485
6 H 0.473
7 O -0.925
8 H 0.458